No. 1
DFT (the ωB97M-V functional and the def2-TZVPD basis) results for C27H31InN3O9SSe as an isolated structure.

Geometry as XYZ:
```
73
Properties=species:S:1:pos:R:3
In -0.2505 1.0197 0.0703
O 1.9159 2.2551 6.7589
C 1.3065 1.2210 6.4538
O 0.9462 0.2318 7.1127
C 0.9129 1.1309 4.9299
C 0.3098 -0.0194 4.4360
C -0.0535 -0.0821 3.1069
N 0.1829 0.9229 2.2620
C 0.7955 2.0226 2.7118
C 1.1584 2.1677 4.0393
C 1.1877 3.0639 1.6831
O 1.7030 4.1097 2.0505
O 1.0055 2.7452 0.4421
H 0.1346 -0.8452 5.1122
H -0.5407 -0.9555 2.6929
H 1.6440 3.0757 4.3667
C -1.3465 -3.0393 0.5386
C -2.2286 -1.9176 0.9543
N -2.0543 -0.6441 0.6636
C -3.0782 0.0466 1.2473
C -3.9105 -0.8299 1.8906
N -3.3482 -2.0646 1.6924
C -5.1661 -0.7171 2.6724
O -5.6476 0.4857 2.8248
O -5.6804 -1.7242 3.1113
C -3.1488 1.5301 1.1358
O -4.1531 2.1118 1.5796
O -2.1641 2.0939 0.5736
H -0.3744 -2.6426 0.2493
H -1.7706 -3.5668 -0.3182
H -1.2244 -3.7517 1.3550
H -3.7451 -2.9085 2.0768
H -5.0878 1.1744 2.3235
C 0.8386 3.2654 -2.5534
S -0.8518 2.9337 -1.9909
C -1.1414 4.4205 -1.0124
H 1.4401 3.5376 -1.6902
H 0.8327 4.0642 -3.2931
H 1.2191 2.3472 -2.9980
H -1.1074 5.2867 -1.6715
H -0.3890 4.4944 -0.2321
H -2.1275 4.3138 -0.5710
C 4.3369 1.4506 -0.4836
C 3.7150 1.1470 0.8578
C 4.3392 1.8019 2.0586
O 2.7453 0.4228 0.9507
H 5.4157 1.5744 -0.4067
H 3.9078 2.3872 -0.8497
H 4.0869 0.6585 -1.1873
H 5.4219 1.8706 1.9607
H 4.0675 1.2643 2.9654
H 3.9424 2.8176 2.1421
C -0.6520 -4.2679 -5.8967
C -0.3323 -3.4419 -4.6790
C -0.8758 -2.1791 -4.4968
C -0.5214 -1.3793 -3.4164
C -1.1503 -0.0278 -3.2630
C 0.4181 -1.8503 -2.4907
Se 1.2234 -0.7292 -1.1204
C 0.9201 -3.1545 -2.6131
C 1.8793 -3.7771 -1.6285
C 0.5340 -3.9214 -3.7078
H -1.3831 -3.7688 -6.5316
H -1.0483 -5.2447 -5.6131
H 0.2508 -4.4389 -6.4862
H -1.5868 -1.7983 -5.2229
H -1.9122 0.1428 -4.0229
H -0.3983 0.7574 -3.3542
H -1.6131 0.0698 -2.2782
H 1.9270 -3.2170 -0.6982
H 2.8875 -3.8038 -2.0484
H 1.5754 -4.8031 -1.4173
H 0.9366 -4.9252 -3.8095
```

calculated total energy	-4878.95555	a.u.
Kohn-Sham gap	7.408	eV
relative energy (zero: lowest compared OMol25 entry of this formula, charge and spin)	0.845	eV
spin multiplicity	1
total charge	-1

***

No. 2
DFT (the ωB97M-V functional and the def2-TZVPD basis) results for C27H31N10NbO2PS as an isolated structure.

Geometry as XYZ:
```
73
Properties=species:S:1:pos:R:3
Nb 0.0000 0.0000 0.0000
C 2.1324 2.3278 -3.1539
C 1.3215 1.9751 -1.9410
N 0.5790 0.9283 -1.7938
N 0.5850 0.0884 -2.9065
C -0.5883 -0.4319 -2.9885
N -1.0324 -1.2791 -3.9435
S -1.7363 0.1058 -1.8657
C 1.2947 2.8042 -0.7497
C 2.0354 3.9449 -0.4913
C 1.8502 4.5584 0.7458
C 0.9440 4.0112 1.6532
C 0.2590 2.8614 1.2892
N 0.4273 2.2429 0.1086
H 1.5183 2.2240 -4.0536
H 2.4994 3.3547 -3.1275
H 2.9870 1.6491 -3.2244
H -0.5902 -1.0744 -4.8241
H -2.0417 -1.1993 -3.9526
H 2.7377 4.3484 -1.2061
H 2.4062 5.4549 1.0018
H 0.7728 4.4661 2.6214
H -0.4626 2.3886 1.9483
N -1.7790 0.2216 1.0831
N -1.4188 0.6956 2.3262
C -0.0413 0.9400 2.6602
N 0.2567 1.4307 3.9665
N 0.8367 0.6990 1.7544
N 2.2294 0.8515 1.8250
O 2.8963 0.5751 0.8742
O 2.7700 1.2503 2.8095
H -2.4155 0.9135 0.6046
H -2.2671 -0.7085 1.1802
H -2.1519 0.8773 3.0274
H -0.5192 1.5932 4.6243
H 1.1937 1.6417 4.3198
N 0.5524 -1.4452 -1.4024
C 0.8525 -2.7588 -0.9936
C 1.1648 -3.7265 -1.9571
C 1.4647 -5.0320 -1.5744
C 1.4574 -5.3762 -0.2271
C 1.1527 -4.4155 0.7417
C 0.8459 -3.0922 0.3819
P 0.4482 -1.7836 1.6046
C 0.9994 -2.4907 3.1939
C 2.3451 -2.3143 3.5616
C 2.8407 -2.8324 4.7616
C 1.9981 -3.5356 5.6171
C 0.6621 -3.7206 5.2726
C 0.1672 -3.2023 4.0716
C -1.3724 -1.8100 1.7261
C -2.1972 -2.7190 1.0484
C -3.5887 -2.6743 1.1883
C -4.1807 -1.7158 2.0059
C -3.3829 -0.7984 2.6819
C -1.9930 -0.8436 2.5400
H -0.1713 -1.4344 -2.1987
H 1.3089 -1.0352 -2.0389
H 1.1749 -3.4701 -3.0125
H 1.7047 -5.7791 -2.3261
H 1.6913 -6.3933 0.0772
H 1.1574 -4.7279 1.7822
H 3.0255 -1.7700 2.9088
H 3.8848 -2.6848 5.0244
H 2.3812 -3.9387 6.5505
H -0.0004 -4.2696 5.9368
H -0.8793 -3.3766 3.8343
H -1.7764 -3.4800 0.3973
H -4.2074 -3.3897 0.6530
H -5.2614 -1.6814 2.1121
H -3.8373 -0.0442 3.3184
H -1.3917 -0.1124 3.0778
H 1.8070 0.2065 0.1161
```

calculated total energy	-2540.24867	a.u.
Kohn-Sham gap (spin up / spin down)	5.786 / 5.785	eV
spin multiplicity	1
total charge	+3

***

No. 3
DFT (the ωB97M-V functional and the def2-TZVPD basis) results for C27H31N2P3V as an isolated structure.

Geometry as XYZ:
```
64
Properties=species:S:1:pos:R:3
V 0.0265 -0.2543 -0.0284
N 0.5998 -3.3245 -0.6155
P 1.5996 -1.9745 -0.2868
C 3.1692 -2.6336 0.2391
C 3.7985 -3.6587 -0.4750
C 5.0221 -4.1424 -0.0510
C 5.6336 -3.5921 1.0706
C 5.0296 -2.5536 1.7634
C 3.7957 -2.0739 1.3500
C 1.8613 -1.1140 -1.8614
C 3.0899 -0.5227 -2.1752
C 3.2268 0.2164 -3.3360
C 2.1341 0.4190 -4.1743
C 0.9027 -0.1298 -3.8574
C 0.7643 -0.9038 -2.7082
C -0.7615 -3.1779 -0.5382
C -1.6483 -4.2422 -0.7483
C -2.9979 -3.9962 -0.6945
C -3.4715 -2.7044 -0.4300
C -2.5425 -1.7231 -0.2202
N -1.2088 -1.9375 -0.2773
H 0.9705 -4.2494 -0.7728
H 3.3433 -4.0697 -1.3696
H 5.5083 -4.9402 -0.5955
H 6.5924 -3.9705 1.3981
H 5.5196 -2.1182 2.6234
H 3.3382 -1.2443 1.8774
H 3.9460 -0.6779 -1.5289
H 4.1903 0.6345 -3.5965
H 2.2533 0.9950 -5.0821
H 0.0580 0.0078 -4.5191
H -0.1808 -1.4061 -2.5319
H -1.2651 -5.2308 -0.9583
H -3.6954 -4.8059 -0.8619
H -4.5272 -2.4854 -0.3884
H -2.8501 -0.7035 -0.0025
C 0.6946 -1.0735 3.5201
P 0.2821 0.2499 2.3497
C -1.1204 1.0411 3.2073
C 1.6304 1.4699 2.3962
C 2.4724 1.5701 3.5007
C 3.4829 2.5203 3.5300
C 3.6518 3.3815 2.4578
C 2.8151 3.2942 1.3552
C 1.8038 2.3405 1.3081
P 0.6925 2.1988 -0.1299
C -0.6059 3.4500 0.1217
C 1.6182 2.8686 -1.5343
H 1.6155 -1.5873 3.2480
H -0.1161 -1.8041 3.4954
H 0.7771 -0.7049 4.5429
H -0.8051 1.4009 4.1874
H -1.9179 0.3097 3.3487
H -1.5193 1.8795 2.6405
H 2.3445 0.9070 4.3466
H 4.1331 2.5895 4.3913
H 4.4363 4.1258 2.4776
H 2.9668 3.9778 0.5308
H -0.1562 4.4399 0.2104
H -1.1734 3.2462 1.0272
H -1.2910 3.4553 -0.7270
H 1.8658 3.9200 -1.3883
H 1.0085 2.7855 -2.4346
H 2.5328 2.2994 -1.6874
```

<S²>	0.7586
calculated total energy	-3124.58020	a.u.
Kohn-Sham gap (spin up / spin down)	8.057 / 7.679	eV
relative energy (zero: lowest compared OMol25 entry of this formula, charge and spin)	0.000	eV
spin multiplicity	2
total charge	+2

***

No. 4
DFT (the ωB97M-V functional and the def2-TZVPD basis) results for C27H31N5O5S as an isolated structure.

Geometry as XYZ:
```
69
Properties=species:S:1:pos:R:3
C 1.3542 -4.9714 3.8458
H 1.2617 -5.8171 3.1560
O 2.0649 -3.9043 3.2675
C 1.5183 -3.2632 2.2021
C 2.1957 -2.1247 1.7609
C 1.7001 -1.3778 0.7168
C 0.5185 -1.7436 0.0785
C -0.1159 -2.9097 0.4771
C 0.3660 -3.6623 1.5343
H -0.1723 -4.5485 1.8310
H -1.0162 -3.2309 -0.0269
C -0.0639 -0.8580 -0.9932
N -0.0871 0.5345 -0.5778
C -0.6458 0.9475 0.5768
O -0.6711 2.1273 0.9156
C -1.2279 -0.0964 1.4437
C -0.8082 -0.4531 2.7147
N 0.2911 -0.0014 3.3609
H 0.6522 0.9012 3.1046
H 0.3730 -0.3043 4.3229
C -1.6604 -1.4847 3.2179
N -2.6574 -1.8338 2.4303
S -2.6457 -0.9964 1.0465
C -1.4815 -2.1157 4.5388
O -0.6182 -1.7668 5.3274
N -2.3450 -3.1242 4.7828
H -2.3568 -3.5591 5.6899
H -3.0836 -3.3010 4.1232
C 0.4189 1.5647 -1.4969
C 1.7554 1.1855 -2.0751
C 2.8892 1.4533 -1.3178
C 4.1516 1.0896 -1.7508
C 4.3025 0.4467 -2.9749
C 3.1688 0.1879 -3.7461
C 1.9139 0.5454 -3.3011
H 1.0520 0.3547 -3.9201
H 3.2992 -0.3017 -4.6980
O 5.4886 0.0414 -3.5031
C 6.6673 0.2766 -2.7722
H 7.4761 -0.1256 -3.3801
H 6.6513 -0.2387 -1.8062
H 6.8347 1.3466 -2.6116
H 5.0037 1.3152 -1.1292
H 2.7880 1.9602 -0.3677
H 0.5573 2.4602 -0.8779
C -0.7503 1.8360 -2.4656
O -0.8585 1.3744 -3.5821
N -1.6874 2.6000 -1.8768
H -1.5610 2.8785 -0.9122
C -3.0064 2.8081 -2.4359
H -2.9202 2.5869 -3.5020
C -3.4745 4.2436 -2.1683
C -4.2430 4.1416 -0.8538
H -4.8884 5.0004 -0.6772
C -5.0265 2.8426 -1.0253
H -5.3709 2.4336 -0.0770
H -5.8981 3.0233 -1.6559
C -4.0478 1.9012 -1.7372
H -4.5548 1.2544 -2.4506
H -3.5391 1.2608 -1.0140
H -3.5488 4.0537 -0.0165
H -2.6350 4.9353 -2.1224
H -4.1453 4.5652 -2.9653
H 0.5521 -0.9098 -1.8942
H -1.0743 -1.1925 -1.2582
H 2.2234 -0.4899 0.3949
H 3.1013 -1.8396 2.2713
H 1.9374 -5.2774 4.7128
H 0.3589 -4.6544 4.1729
```

calculated total energy	-2095.70345	a.u.
Kohn-Sham gap	8.129	eV
relative energy (zero: lowest compared OMol25 entry of this formula, charge and spin)	0.310	eV
spin multiplicity	1

***

No. 5
DFT (the ωB97M-V functional and the def2-TZVPD basis) results for C27H32BCl6F4N6O2Tl as an isolated structure.

Geometry as XYZ:
```
79
Properties=species:S:1:pos:R:3
Tl 1.4054 0.1299 1.2429
Cl 3.9985 7.0201 1.7351
C 3.4907 5.5508 1.0199
C 2.9721 5.5659 -0.3046
Cl 2.8958 7.0530 -1.1486
C 2.5246 4.4053 -0.8842
Cl 1.8528 4.4312 -2.4655
C 2.5705 3.1397 -0.2150
O 2.0932 2.0979 -0.6866
C 3.2000 3.1106 1.1545
O 3.3374 2.0355 1.7329
C 3.5959 4.3781 1.7241
Cl 4.1908 4.3620 3.3276
C -2.0288 3.0919 -2.4738
N -1.1691 2.2070 -1.7306
C -1.0504 2.4914 -0.3229
C -0.6565 1.0618 -2.2204
N -0.2271 0.1564 -1.3983
C 0.7129 -0.7820 -1.6654
C 1.8206 -0.4607 -2.4696
C 2.8170 -1.3848 -2.7384
C 2.7318 -2.6540 -2.2224
C 1.6712 -3.0174 -1.3710
C 1.6363 -4.3109 -0.8151
C 0.6607 -4.6517 0.0874
C -0.2803 -3.7152 0.4813
C -0.3047 -2.4171 -0.0488
N -1.0999 -1.4681 0.5044
C -2.2768 -1.6361 1.0284
N -3.2329 -2.5124 0.5259
C -3.8854 -3.4383 1.4290
C -3.1021 -3.0141 -0.8201
N -2.6866 -0.8441 2.0356
C -4.0721 -0.5259 2.2892
C -1.7297 -0.0689 2.7901
C 0.6664 -2.0674 -1.0392
N -0.8141 0.8711 -3.5953
C -0.9477 -0.4808 -4.0865
C -0.1182 1.7496 -4.5140
H -2.9284 3.2854 -1.8865
H -2.3088 2.6398 -3.4183
H -1.5315 4.0458 -2.6701
H -1.3038 3.5348 -0.1481
H -0.0303 2.3177 0.0113
H -1.7185 1.8473 0.2525
H 1.8914 0.5413 -2.8622
H 3.6575 -1.1058 -3.3582
H 3.4998 -3.3818 -2.4349
H 2.4026 -5.0173 -1.0927
H 0.6454 -5.6418 0.5166
H -0.9764 -3.9664 1.2679
H -3.7489 -3.1277 2.4601
H -3.4653 -4.4442 1.3147
H -4.9533 -3.4912 1.2083
H -2.6085 -2.2642 -1.4358
H -4.1060 -3.1983 -1.2123
H -2.5311 -3.9508 -0.8724
H -4.7141 -0.9622 1.5269
H -4.1948 0.5601 2.2736
H -4.3824 -0.8870 3.2739
H -0.8218 -0.6440 2.9517
H -2.1425 0.1737 3.7665
H -1.4738 0.8648 2.2840
H -1.5031 -1.0734 -3.3621
H 0.0108 -0.9764 -4.2848
H -1.5155 -0.4416 -5.0178
H 0.0960 2.7031 -4.0424
H -0.7342 1.9136 -5.3997
H 0.8315 1.3125 -4.8400
Cl 3.7882 -1.8861 1.7923
C 3.0289 -2.1469 3.3720
Cl 1.3469 -2.6136 3.1508
H 3.0377 -1.2127 3.9324
H 3.5591 -2.9451 3.8822
F 1.8880 -0.1454 5.3083
B 0.9476 0.8452 5.0886
F 1.2539 1.9865 5.7600
F -0.3119 0.3826 5.3981
F 0.9574 1.1104 3.6739
```

calculated total energy	-4885.22118	a.u.
Kohn-Sham gap	3.436	eV
relative energy (zero: lowest compared OMol25 entry of this formula, charge and spin)	1.062	eV
spin multiplicity	1

***

No. 6
DFT (the ωB97M-V functional and the def2-TZVPD basis) results for C27H32BF3N4P2PtS2 as an isolated structure.

Geometry as XYZ:
```
72
Properties=species:S:1:pos:R:3
Pt -0.5826 0.3461 -0.3709
C -3.0317 1.7524 2.9881
P -1.6010 1.4007 1.8489
C -0.3258 0.9491 3.0831
C -1.2701 3.1627 1.4410
C -0.9822 4.1060 2.4184
C -0.9425 5.4542 2.1084
C -1.2559 5.8753 0.8264
C -1.5273 4.9444 -0.1603
C -1.4962 3.5837 0.1262
P -1.6273 2.2962 -1.1637
C -3.4522 2.2243 -1.3632
C -1.1222 3.1385 -2.7094
H -2.7576 2.4561 3.7712
H -3.3491 0.8142 3.4374
H -3.8553 2.1609 2.4045
H -0.1547 1.7294 3.8230
H 0.6011 0.7196 2.5617
H -0.6725 0.0411 3.5751
H -0.8006 3.7865 3.4341
H -0.7021 6.1753 2.8741
H -1.2872 6.9297 0.5960
H -1.7785 5.2786 -1.1563
H -3.8583 3.2249 -1.5125
H -3.8882 1.7828 -0.4678
H -3.6931 1.5975 -2.2205
H -1.7300 4.0114 -2.9420
H -1.2188 2.4087 -3.5126
H -0.0731 3.4217 -2.6432
C 1.8627 4.2353 -0.4159
N 2.4493 3.2391 -1.2643
C 3.1779 3.4415 -2.4046
C 3.6048 2.2201 -2.8198
N 3.1730 1.2775 -1.9411
B 3.7671 -0.1524 -1.8953
N 2.6965 -1.2690 -1.8308
C 3.0567 -2.5411 -1.5041
C 2.0107 -3.3710 -1.7474
N 0.9943 -2.5955 -2.2224
C -0.3182 -3.0188 -2.6113
C 1.4278 -1.3108 -2.2441
S 0.4379 -0.0362 -2.7880
C 2.4592 1.9047 -0.9995
S 1.7600 1.2453 0.3961
H 1.4577 5.0569 -1.0059
H 2.6033 4.6383 0.2796
H 1.0669 3.7651 0.1634
H 3.3469 4.4182 -2.8083
H 4.2104 1.9545 -3.6611
H 4.3846 -0.3043 -2.9036
H 4.4361 -0.2183 -0.9142
H 4.0403 -2.7549 -1.1414
H 1.9211 -4.4322 -1.6428
H -0.4246 -4.0797 -2.4044
H -0.4772 -2.8338 -3.6755
H -1.0629 -2.4530 -2.0449
F -1.0248 -8.3130 3.6534
C -0.6553 -8.1285 2.3687
F 0.5748 -8.6779 2.2641
F -1.4692 -8.9023 1.6331
C -0.6608 -6.6900 1.9618
C -1.4580 -6.2399 0.9164
C -1.4032 -4.9155 0.5395
C -0.5492 -4.0189 1.1899
C 0.2316 -4.4844 2.2528
C 0.1761 -5.8053 2.6368
C -0.4794 -2.6707 0.7777
C -0.4324 -1.5128 0.4053
H -2.1148 -6.9244 0.4015
H -2.0264 -4.5589 -0.2658
H 0.8825 -3.7933 2.7640
H 0.7812 -6.1616 3.4572
```

calculated total energy	-3190.02230	a.u.
Kohn-Sham gap (spin up / spin down)	5.933 / 5.931	eV
relative energy (zero: lowest compared OMol25 entry of this formula, charge and spin)	1.492	eV
spin multiplicity	1

***

No. 7
DFT (the ωB97M-V functional and the def2-TZVPD basis) results for C27H32ClN3O5STl as an isolated structure.

Geometry as XYZ:
```
70
Properties=species:S:1:pos:R:3
Tl 0.0626 -0.0787 -0.4036
Cl -0.0111 -0.0446 -2.8470
N -1.5480 -1.4846 0.0251
N 1.4677 1.5775 -0.0271
C -1.4396 -2.7040 0.5151
C 2.7746 1.4070 0.0427
C -2.9767 -1.1829 -0.2189
C -3.6562 -2.3226 0.5362
C -3.2599 -1.2884 -1.7090
C -3.3262 0.2012 0.2993
H -2.7253 -2.1496 -2.1324
H -2.9189 -0.3861 -2.2286
H -4.3393 -1.4264 -1.8538
H -3.2052 0.2364 1.3870
H -4.3705 0.4216 0.0424
H -2.6842 0.9647 -0.1690
C 1.1742 3.0132 -0.2354
C 2.5560 3.5809 -0.5501
C 0.5908 3.6200 1.0288
C 0.1751 3.1970 -1.3627
H 0.5131 2.6958 -2.2753
H 0.0568 4.2726 -1.5501
H -0.8037 2.7823 -1.0778
H 1.2564 3.4602 1.8857
H -0.3828 3.1678 1.2645
H 0.4547 4.6989 0.8669
O 3.4884 2.4825 -0.2413
H 2.8368 4.4402 0.0726
H 2.6813 3.8211 -1.6153
O -2.5867 -3.3341 0.6748
H -4.4857 -2.7853 -0.0099
H -3.9593 -2.0327 1.5514
C -0.1653 -3.3682 0.9057
C 3.4552 0.1319 0.4117
C 2.7423 -1.0893 -0.1295
H 3.4689 0.1076 1.5117
H 4.4826 0.1988 0.0388
C 1.7645 -1.7390 0.6559
C 0.9941 -2.7964 0.1314
H 1.5906 -1.4030 1.6899
C 1.2510 -3.2640 -1.1599
C 2.2662 -2.6595 -1.9016
C 0.4195 -4.3590 -1.7729
C 2.9949 -1.5682 -1.4227
H 2.4692 -3.0326 -2.9110
C 3.9886 -0.8966 -2.3300
H 4.1229 -1.5010 -3.2353
H 4.9693 -0.7803 -1.8539
H 3.6380 0.0957 -2.6492
H 0.3129 -5.2229 -1.1056
H 0.8911 -4.7034 -2.6997
H -0.5893 -4.0065 -2.0368
H -0.3012 -4.4413 0.7402
H -0.0506 -3.1993 1.9805
O 1.7791 1.3557 3.0629
C 0.6015 0.9850 3.2850
N 0.1443 -0.2452 2.9126
S -0.9800 -0.9915 3.8137
O -2.1580 0.2804 3.8093
O -1.6650 -1.9458 2.9450
C -1.6326 1.4514 4.3158
C -2.3769 2.1062 5.3085
C -1.9394 3.3355 5.7747
C -0.7481 3.9037 5.3010
C 0.0909 3.1346 4.4811
C -0.3543 1.8979 3.9715
H -3.2355 1.6019 5.7341
H -2.4824 3.8550 6.5716
H -0.3863 4.8578 5.6780
H 1.1226 3.4499 4.2991
```

calculated total energy	-2619.41363	a.u.
Kohn-Sham gap	4.124	eV
relative energy (zero: lowest compared OMol25 entry of this formula, charge and spin)	2.040	eV
spin multiplicity	1
total charge	-1